# 1
C37H44N8O2S4SbTi as an isolated structure at a distorted geometry, computed with ωB97M-V/def2-TZVPD.

The net charge is +3.

XYZ file:
```
97
Properties=species:S:1:pos:R:3:forces:R:3
Ti -0.2493 -0.0717 -0.0786 -1.6094 0.6039 0.9290
C 0.4589 -1.3451 2.5796 -0.1796 0.0299 -0.1785
C -0.4686 -0.1690 2.8711 0.1383 -0.3799 -0.1596
N -1.4143 0.0594 1.7414 -0.2439 0.0126 0.6613
C -2.7318 -0.6075 1.8733 0.1245 -0.2287 -0.0678
C -2.6446 -2.1010 1.6355 0.0332 -0.0390 -0.0122
S -1.7542 -2.3911 0.0817 0.3345 0.2328 -0.0439
C -0.3842 -3.4926 0.5702 -0.0728 0.0093 -0.0630
C 0.9626 -2.7764 0.6299 -0.1739 0.0245 0.1255
N 0.8226 -1.3851 1.1277 0.5660 0.0896 0.5367
H -0.0152 -2.2870 2.8430 0.0134 -0.0488 -0.0384
H 1.3634 -1.2446 3.1717 0.1429 -0.0388 0.0523
H 0.1243 0.7319 2.9833 0.0298 0.1853 0.0060
H -1.0071 -0.3405 3.8017 -0.0735 0.0439 0.0773
H -1.6056 1.0588 1.7407 0.0093 0.1378 0.0832
H -3.3818 -0.1684 1.1228 -0.0623 0.0962 -0.0722
H -3.1596 -0.4037 2.8539 -0.0096 0.0206 0.1262
H -3.6440 -2.5146 1.5242 -0.0631 -0.0389 0.0484
H -2.1435 -2.6376 2.4401 -0.0216 0.0447 -0.0090
H -0.3387 -4.2870 -0.1714 -0.0004 -0.0623 0.0226
H -0.6638 -3.9524 1.5162 0.0003 -0.0152 -0.0039
H 1.4140 -2.7335 -0.3511 0.0921 0.0565 -0.1935
H 1.6444 -3.3316 1.2737 0.0702 -0.0024 0.0805
H 1.7991 -0.9598 0.9990 -0.2217 -0.2489 0.1604
O 0.0169 -1.1340 -1.5957 0.6244 -0.0549 -1.4497
N 0.5226 -0.5075 -2.6556 0.1303 -0.1832 0.2461
N 1.0346 0.5822 -2.3164 -0.0453 -0.3248 -0.4720
O 1.0870 0.8971 -1.0273 0.3159 0.1903 -1.2447
C 1.4633 1.5025 -3.3558 0.3075 0.0232 0.4147
C 0.6667 1.6686 -4.4788 -0.0788 -0.0667 0.1082
C 1.1221 2.5066 -5.4828 0.0660 0.0483 0.0169
C 2.3472 3.1522 -5.3460 -0.0183 0.0126 -0.0455
C 3.1124 2.9854 -4.1970 0.0482 0.0575 -0.0510
C 2.6722 2.1529 -3.1827 0.0952 -0.0225 0.1856
H -0.2855 1.1630 -4.5539 -0.0181 -0.0656 -0.0413
H 0.5205 2.6616 -6.3698 0.0395 -0.0320 0.0449
H 2.7089 3.7916 -6.1433 -0.0474 -0.0305 0.0820
H 4.0601 3.4990 -4.0961 -0.0481 -0.0409 -0.0131
H 3.2577 1.9900 -2.2841 -0.0421 0.0258 -0.0659
S -2.1345 0.8687 -1.2198 -0.2010 0.1180 -0.1877
Sb -3.0802 -0.3670 -3.0275 -0.1684 -0.0206 0.1067
C -3.9483 1.1507 -4.1731 -0.0581 -0.0519 0.0144
C -3.6390 2.4895 -3.9541 -0.1211 -0.0421 -0.1776
C -4.2425 3.4574 -4.7475 -0.0055 -0.0106 -0.0110
C -5.1438 3.0860 -5.7387 0.0144 0.0277 0.0323
C -5.4492 1.7462 -5.9495 0.0087 -0.0178 -0.0010
C -4.8518 0.7678 -5.1672 0.0365 0.0254 0.0831
C -1.9636 -1.5384 -4.3582 0.1347 0.1609 0.2912
C -1.4380 -2.7682 -3.9630 -0.0216 0.0239 -0.1582
C -0.7866 -3.5490 -4.9047 -0.0019 0.0249 0.0049
C -0.6596 -3.0997 -6.2171 0.0057 0.0042 0.0133
C -1.1805 -1.8698 -6.5961 0.0146 0.0183 0.0259
C -1.8349 -1.0729 -5.6627 0.0612 -0.1326 -0.0522
C -4.5241 -1.6328 -2.2021 0.0305 0.1257 -0.0251
C -4.7657 -2.8654 -2.8017 -0.1755 0.0073 0.1582
C -5.7816 -3.6695 -2.2943 0.0173 0.0300 0.0165
C -6.5381 -3.2395 -1.2112 0.0362 -0.0189 -0.0348
C -6.2936 -2.0007 -0.6265 0.0045 0.0126 0.0313
C -5.2842 -1.1881 -1.1210 0.0136 -0.1175 -0.0319
H -2.9444 2.7771 -3.1765 0.0306 0.0056 0.0363
H -4.0124 4.5040 -4.5892 -0.0220 -0.0442 -0.0233
H -5.6167 3.8470 -6.3486 0.0405 -0.0567 0.0389
H -6.1549 1.4625 -6.7206 0.0362 0.0189 0.0439
H -5.0977 -0.2790 -5.3309 0.0101 0.1080 0.0076
H -1.5429 -3.1177 -2.9427 -0.0198 -0.0031 -0.0129
H -0.3810 -4.5115 -4.6198 -0.0108 0.0216 -0.0226
H -0.1526 -3.7177 -6.9492 -0.0393 0.0435 0.0506
H -1.0817 -1.5278 -7.6184 -0.0054 -0.0212 0.0255
H -2.2520 -0.1182 -5.9631 0.0106 -0.0234 0.0037
H -4.1922 -3.2017 -3.6551 0.0423 -0.0044 -0.0204
H -5.9859 -4.6285 -2.7529 0.0006 0.0239 0.0129
H -7.3328 -3.8669 -0.8270 0.0321 0.0202 -0.0204
H -6.9018 -1.6624 0.2037 0.0123 -0.0198 -0.0394
H -5.1074 -0.2130 -0.6813 -0.0053 0.0222 -0.0059
S 0.1459 2.5464 1.0504 0.1540 0.0101 0.2288
C -0.9100 3.8860 0.8676 -0.2340 -0.1059 -0.1918
N -1.4428 4.3125 -0.2701 -0.1884 0.2000 -0.1658
C -2.1667 5.5920 -0.1242 0.1474 -0.2257 0.1045
C -2.0763 5.8435 1.3984 0.1677 -0.2358 -0.0216
N -1.2706 4.6917 1.8573 -0.0277 0.2619 0.0527
H -1.2185 3.8930 -1.1545 0.0401 -0.0730 -0.0085
H -3.1929 5.4977 -0.4680 -0.0431 -0.0423 0.0056
H -1.6751 6.3732 -0.6980 0.0474 0.0159 -0.0324
H -3.0510 5.8361 1.8774 -0.0466 -0.0355 0.0280
H -1.5802 6.7805 1.6344 0.0600 0.0141 0.0148
H -0.9021 4.6010 2.7887 -0.0047 -0.0477 0.0158
S 3.7717 -0.5935 0.3227 0.1087 0.0642 0.2090
C 4.4094 -0.2114 1.8419 -0.1914 0.0185 0.1579
N 5.7674 -0.1622 1.9824 0.1247 0.0413 0.0971
C 6.3942 0.1319 3.1414 0.1685 -0.0548 -0.2805
C 5.6538 0.4045 4.2422 -0.0360 0.0614 0.2603
C 4.2665 0.3546 4.0766 -0.3537 -0.0924 -0.3119
N 3.6548 0.0529 2.9382 0.1728 0.0275 0.1113
H 6.3109 -0.3706 1.1563 0.0580 -0.0200 -0.0725
H 7.4749 0.1371 3.1290 0.0090 -0.0308 -0.0706
H 6.1165 0.6378 5.1891 -0.0466 0.0179 -0.0327
H 3.6175 0.5744 4.9195 0.0249 -0.0477 -0.0528
```
Positions in Å, forces in eV/Å.

Here are the Löwdin charges for atoms 1 to 2, given in e: 0.676 -0.135

# 2
C37H46AsCsN4O10SSi as an isolated structure at a distorted geometry, computed with ωB97M-V/def2-TZVPD.

The net charge is -2.

XYZ file:
```
101
Properties=species:S:1:pos:R:3:forces:R:3
Cs -0.7610 2.7329 -1.8618 2.6743 1.0748 1.6017
C 4.3979 1.0346 -1.5091 -0.1376 0.0363 0.1944
N 3.4957 1.9408 -2.2154 0.0057 -0.1936 -0.1065
C 3.4474 1.8074 -3.6579 -0.0113 0.0661 0.0643
C 2.5190 2.6470 -1.5895 0.4581 0.3543 -0.0120
O 1.7237 3.3536 -2.1992 1.5076 0.1776 -0.1045
C 2.4957 2.5223 -0.0812 -0.0327 -0.0909 0.1044
O 1.5607 3.4291 0.4587 -0.1316 0.0195 -0.1878
C 1.3544 3.1822 1.8212 0.0847 0.0898 -0.1865
C 0.2587 4.1072 2.3275 0.0226 0.1323 -0.0189
O -0.3470 4.8649 1.5906 0.0282 -0.1877 0.0435
N 0.0252 4.0484 3.6689 -0.1611 0.0361 0.1609
C -1.0890 4.7816 4.2273 0.0596 0.0173 -0.0793
C 0.7134 3.1772 4.5934 0.0410 -0.0026 -0.0923
H 5.0691 0.5840 -2.2394 -0.0115 0.0301 -0.0047
H 3.8311 0.2518 -0.9923 -0.0257 -0.0007 -0.0150
H 5.0029 1.5803 -0.7798 0.0397 -0.0078 -0.0481
H 3.2278 0.7736 -3.9371 0.0001 0.0058 -0.0060
H 4.4079 2.0941 -4.0955 -0.0065 0.0020 -0.0317
H 2.6640 2.4557 -4.0392 0.0337 0.0011 -0.0367
H 3.4944 2.7259 0.3323 0.0457 -0.0214 -0.0470
H 2.2346 1.4739 0.1450 0.0401 -0.0610 -0.0063
H 2.2835 3.3772 2.3787 -0.0125 -0.0611 0.0861
H 1.0517 2.1435 2.0009 0.0223 -0.0387 0.0120
H -1.5486 5.3696 3.4388 0.0033 0.0217 0.0089
H -0.7462 5.4449 5.0287 -0.0361 0.0081 0.0020
H -1.8277 4.0851 4.6358 0.0050 0.0061 -0.0030
H 1.2002 2.3512 4.0853 -0.0134 -0.0059 -0.0010
H -0.0156 2.7436 5.2785 -0.0177 -0.0507 0.0107
H 1.4530 3.7372 5.1806 -0.0011 -0.0609 0.0084
O -3.2172 -1.5660 -3.0080 -0.0170 0.6008 0.1416
As -3.1877 0.1552 -2.3450 -0.5686 -2.1586 -0.4253
O -1.5892 0.4611 -2.2371 -0.0563 -1.3937 -0.2876
O -4.0639 -0.0587 -0.9658 -0.2791 0.2478 0.2802
C -4.0989 0.8985 -3.8925 0.0395 0.2243 0.0692
C -4.5708 0.0492 -4.8907 -0.0164 -0.1340 -0.0079
C -5.1198 0.5727 -6.0501 -0.0255 0.0205 -0.0499
C -5.2147 1.9488 -6.2291 0.0346 0.0047 0.0673
C -4.7707 2.7985 -5.2313 -0.0763 0.0351 0.0052
C -4.2191 2.2666 -4.0747 0.1738 -0.0059 0.2532
S -3.5782 3.4157 -2.8686 -1.0046 0.9774 -0.3440
O -2.3456 3.9126 -3.4774 -0.9616 0.5669 -0.8933
O -4.5984 4.4313 -2.7039 0.0469 -0.1653 -0.0740
O -3.3073 2.6304 -1.6655 -1.7008 -0.1301 -0.1838
H -2.8318 -2.0619 -2.2733 -0.0311 -0.0999 -0.1222
H -4.4903 -1.0193 -4.7477 0.0305 0.0213 -0.0255
H -5.4697 -0.0954 -6.8285 -0.0037 -0.0216 0.0215
H -5.6280 2.3522 -7.1458 -0.0319 0.0109 0.0113
H -4.8405 3.8759 -5.3121 -0.0222 -0.0216 -0.0885
C 0.5736 -3.0686 -2.3463 0.0631 0.1381 0.1115
C 1.9882 -2.9744 -1.7550 0.0790 -0.0002 -0.1303
C 2.5374 -4.3962 -1.6047 -0.0364 0.1096 0.0983
C 2.8470 -2.1922 -2.7570 0.0091 0.0010 0.1464
Si 1.9289 -1.9910 -0.0833 -0.0510 -0.5531 0.0635
O 1.9818 -0.4398 -0.2353 -0.0592 0.5293 -0.2395
C 3.4163 -2.5201 1.0216 -0.1007 0.0697 -0.0095
C 4.7091 -2.6935 0.5219 -0.0168 -0.0278 -0.0814
C 5.8105 -2.8367 1.3555 0.0515 -0.0179 -0.0143
C 5.6489 -2.7973 2.7334 0.0109 0.0205 -0.0325
C 4.3785 -2.6052 3.2602 0.0883 -0.0312 0.0565
C 3.2869 -2.4711 2.4132 -0.0735 -0.0214 0.0051
C 0.3563 -2.6537 0.7556 0.1837 0.0524 0.0766
C -0.8445 -1.9926 0.4786 0.0294 0.0339 -0.0488
C -2.0563 -2.4613 0.9640 -0.0668 -0.1129 -0.1174
C -2.0894 -3.5932 1.7684 0.0231 -0.0482 0.0158
C -0.9071 -4.2504 2.0797 -0.0441 -0.0072 0.0114
C 0.2998 -3.7873 1.5666 -0.0218 -0.0463 -0.0437
H 0.6093 -3.5320 -3.3411 0.0124 0.0126 -0.0222
H 0.1203 -2.0782 -2.4478 -0.0609 -0.0228 -0.0288
H -0.0791 -3.6733 -1.7145 -0.0380 -0.0119 -0.0148
H 2.5560 -4.9071 -2.5771 -0.0335 -0.0055 -0.0184
H 1.9051 -4.9841 -0.9321 0.0445 -0.0256 0.0160
H 3.5533 -4.4004 -1.2038 -0.0193 -0.0768 -0.0042
H 2.8466 -2.6897 -3.7364 0.0057 -0.0065 -0.0157
H 3.8859 -2.1053 -2.4222 0.0013 0.0355 -0.0571
H 2.4474 -1.1827 -2.8758 0.0467 -0.0071 -0.0039
H 4.8628 -2.7056 -0.5530 0.0466 -0.0067 0.0474
H 6.7993 -2.9717 0.9295 -0.0045 0.0013 -0.0003
H 6.5086 -2.9020 3.3857 -0.0164 -0.0003 0.0216
H 4.2489 -2.5508 4.3358 -0.0529 -0.0129 -0.0099
H 2.3014 -2.3096 2.8381 0.0270 0.0121 0.0372
H -0.8265 -1.1010 -0.1435 -0.0023 -0.0353 -0.0144
H -2.9723 -1.9418 0.7079 0.0765 -0.1416 -0.0614
H -3.0345 -3.9586 2.1540 0.0011 0.0313 0.0288
H -0.9273 -5.1222 2.7255 0.0124 -0.0209 -0.0225
H 1.2142 -4.3253 1.7994 0.0012 -0.0004 0.0296
N -2.7514 0.5118 1.2219 0.1139 0.3710 0.0725
C -1.5954 1.1797 1.4375 -0.2397 -0.1235 0.0994
N -1.1852 1.1601 2.6853 0.2491 0.1134 0.0997
C -2.1396 0.4141 3.3463 -0.2542 -0.0369 -0.2115
C -2.2486 0.0550 4.6891 -0.0090 -0.0014 -0.0217
C -3.3383 -0.7048 5.0743 0.0786 0.0160 0.1444
C -4.3125 -1.1137 4.1525 -0.0226 0.0083 -0.0543
C -4.2265 -0.7654 2.8175 -0.1036 -0.0048 -0.0418
C -3.1360 0.0047 2.4294 0.2381 0.2228 0.3214
H -3.2480 0.3833 0.2990 -0.1737 -0.0797 -0.1061
H -1.0876 1.6795 0.6224 -0.0002 -0.1512 0.2781
H -1.4966 0.3602 5.4065 0.0288 0.0019 0.0004
H -3.4431 -0.9934 6.1143 0.0046 -0.0179 -0.0132
H -5.1440 -1.7159 4.4992 -0.0137 -0.0015 -0.0263
H -4.9673 -1.0771 2.0912 -0.0149 0.0016 0.0267
```
Positions in Å, forces in eV/Å.

Here are the Löwdin charges for atoms 1 to 2, given in e: 1.672 -0.053

LUMO level across the listed records, respectively: -0.3231, 0.1369 Eh.
E across the listed records, respectively: -128070.331, -145655.783 eV.
HOMO-LUMO gap across the listed records, respectively: 0.2266, 0.2659 hartree.